# C78H135F6O28P7

A molecular structure, C78H135F6O28P7 at a distorted geometry (wB97M-V/def2-TZVPD, the Open Molecules 2025 dataset).

The value obtained for the largest force on an atom is 0.080 hartree/bohr. For the frontier orbital gap, the calculation gives 9.411 eV. Its total charge is 0. The energy comes out at -221751.024 eV.

Each line ends with the Löwdin charge.
Element x y z (Å)
1 C -5.392 -6.488 -5.898  -0.066
2 C -4.226 -6.233 -4.963  -0.263
3 O -3.550 -4.968 -5.192  -0.188
4 P -2.056 -4.829 -4.694  0.397
5 O -1.762 -5.215 -3.288  -0.237
6 O -1.390 -5.755 -5.786  -0.176
7 C -0.100 -6.307 -5.697  -0.292
8 C 0.084 -7.462 -6.647  -0.074
9 O -1.740 -3.311 -5.101  -0.176
10 C -1.085 -2.486 -4.052  -0.230
11 C -0.672 -1.212 -4.720  -0.059
12 H -5.659 -7.539 -5.830  0.077
13 H -6.182 -5.788 -5.585  0.069
14 H -5.141 -6.247 -6.969  0.099
15 H -4.604 -6.155 -3.944  0.104
16 H -3.464 -7.050 -4.942  0.125
17 H 0.629 -5.501 -5.903  0.130
18 H 0.049 -6.713 -4.679  0.115
19 H -0.135 -7.158 -7.680  0.085
20 H 1.146 -7.762 -6.629  0.084
21 H -0.427 -8.355 -6.289  0.078
22 H -1.824 -2.343 -3.276  0.083
23 H -0.226 -3.058 -3.694  0.119
24 H -0.212 -0.449 -4.114  0.075
25 H -0.005 -1.424 -5.518  0.064
26 H -1.560 -0.837 -5.267  0.092
27 C -8.370 4.641 -1.699  -0.079
28 C -7.129 4.376 -2.519  -0.233
29 O -6.223 5.516 -2.309  -0.178
30 P -5.260 5.343 -1.093  0.357
31 O -5.911 5.162 0.218  -0.224
32 O -4.335 4.180 -1.610  -0.175
33 C -3.828 3.225 -0.724  -0.281
34 C -2.336 3.233 -0.718  -0.058
35 O -4.318 6.617 -1.256  -0.191
36 C -4.680 7.924 -0.787  -0.268
37 C -4.200 8.932 -1.819  -0.057
38 H -9.120 3.873 -1.869  0.075
39 H -8.245 4.716 -0.661  0.044
40 H -8.810 5.602 -2.034  0.092
41 H -6.625 3.382 -2.320  0.109
42 H -7.408 4.419 -3.599  0.130
43 H -4.253 3.440 0.291  0.121
44 H -4.188 2.218 -1.064  0.101
45 H -1.920 2.779 -1.610  0.070
46 H -1.972 4.237 -0.644  0.064
47 H -1.860 2.631 0.076  0.086
48 H -5.781 7.933 -0.714  0.119
49 H -4.273 8.014 0.213  0.108
50 H -4.185 9.964 -1.538  0.066
51 H -3.201 8.561 -2.021  0.075
52 H -4.850 8.763 -2.709  0.095
53 C -0.679 -1.182 5.360  -0.064
54 C 0.113 -0.756 6.612  -0.177
55 O 0.943 0.367 6.160  -0.170
56 P 2.496 0.340 5.950  0.360
57 O 3.185 -0.957 6.253  -0.254
58 O 2.697 0.694 4.429  -0.182
59 C 2.824 -0.224 3.323  -0.251
60 C 4.235 -0.243 2.857  -0.057
61 O 3.018 1.628 6.644  -0.150
62 C 4.275 2.193 6.174  -0.228
63 C 4.890 2.988 7.351  -0.053
64 H -1.271 -0.394 4.908  0.051
65 H -0.053 -1.532 4.522  0.073
66 H -1.333 -2.005 5.570  0.068
67 H -0.601 -0.367 7.372  0.129
68 H 0.684 -1.575 6.989  0.097
69 H 2.689 -1.245 3.723  0.106
70 H 2.076 0.058 2.631  0.080
71 H 4.842 -0.499 3.728  0.086
72 H 4.499 -0.945 2.027  0.085
73 H 4.517 0.718 2.487  0.066
74 H 4.932 1.401 5.859  0.105
75 H 4.219 2.809 5.281  0.094
76 H 5.652 3.708 7.014  0.064
77 H 4.122 3.452 7.951  0.071
78 H 5.438 2.306 8.023  0.081
79 C -6.658 -2.495 -5.671  -0.061
80 C -6.498 -2.101 -4.238  -0.209
81 O -7.282 -0.848 -4.013  -0.173
82 P -6.971 0.161 -2.889  0.358
83 O -8.029 1.229 -2.704  -0.249
84 O -6.717 -0.726 -1.591  -0.189
85 C -7.018 -0.229 -0.295  -0.263
86 C -7.124 -1.366 0.683  -0.064
87 O -5.518 0.701 -3.127  -0.197
88 C -5.457 1.404 -4.389  -0.246
89 C -4.203 2.264 -4.327  -0.053
90 H -6.050 -3.320 -5.944  0.050
91 H -7.702 -2.503 -5.957  0.084
92 H -6.205 -1.651 -6.283  0.103
93 H -6.929 -2.778 -3.471  0.126
94 H -5.444 -1.854 -4.054  0.117
95 H -6.174 0.434 -0.028  0.120
96 H -7.965 0.363 -0.312  0.128
97 H -6.290 -2.042 0.743  0.038
98 H -7.204 -1.012 1.709  0.080
99 H -7.983 -2.021 0.459  0.093
100 H -5.278 0.686 -5.188  0.108
101 H -6.410 1.958 -4.520  0.119
102 H -3.476 1.813 -3.675  0.056
103 H -3.681 2.517 -5.283  0.093
104 H -4.414 3.264 -3.881  0.074
105 C -5.292 -4.171 -1.080  -0.077
106 C -4.025 -4.604 -0.443  -0.274
107 O -3.558 -3.501 0.362  -0.202
108 P -3.774 -3.534 1.962  0.379
109 O -4.926 -4.233 2.543  -0.216
110 O -2.403 -4.017 2.586  -0.148
111 C -1.186 -3.280 2.485  -0.238
112 C -0.257 -3.835 1.443  -0.045
113 O -3.781 -1.970 2.066  -0.211
114 C -3.912 -1.324 3.345  -0.239
115 C -3.296 0.034 3.193  -0.065
116 H -6.056 -4.222 -0.290  0.084
117 H -5.161 -3.152 -1.479  0.063
118 H -5.696 -4.849 -1.873  0.087
119 H -4.163 -5.562 0.115  0.131
120 H -3.170 -4.808 -1.128  0.101
121 H -1.316 -2.198 2.394  0.099
122 H -0.690 -3.393 3.445  0.089
123 H -0.098 -4.932 1.557  0.087
124 H -0.417 -3.616 0.387  0.081
125 H 0.713 -3.463 1.571  0.019
126 H -5.025 -1.285 3.528  0.140
127 H -3.444 -1.887 4.111  0.096
128 H -3.921 0.749 2.701  0.073
129 H -3.059 0.363 4.194  0.062
130 H -2.330 -0.081 2.687  0.072
131 C 1.957 8.734 3.487  -0.071
132 C 2.158 7.445 2.724  -0.248
133 O 3.588 7.302 2.464  -0.213
134 P 4.001 6.131 1.417  0.377
135 O 3.150 4.946 1.514  -0.225
136 O 4.083 6.753 -0.026  -0.175
137 C 4.928 7.867 -0.401  -0.260
138 C 6.104 7.364 -1.067  -0.077
139 O 5.516 6.031 1.808  -0.172
140 C 5.960 6.122 3.190  -0.258
141 C 5.695 4.930 3.996  -0.084
142 H 2.086 9.568 2.800  0.073
143 H 0.954 8.874 3.963  0.095
144 H 2.699 8.836 4.278  0.075
145 H 1.880 6.593 3.323  0.110
146 H 1.639 7.469 1.763  0.116
147 H 4.320 8.505 -1.038  0.126
148 H 5.102 8.440 0.516  0.121
149 H 5.784 6.838 -1.996  0.083
150 H 6.797 8.092 -1.421  0.079
151 H 6.654 6.620 -0.511  0.082
152 H 7.046 6.284 3.116  0.130
153 H 5.517 7.031 3.591  0.113
154 H 6.002 5.172 5.014  0.086
155 H 4.639 4.704 3.927  0.068
156 H 6.214 4.035 3.629  0.098
157 C -3.133 -0.572 -1.540  -0.047
158 C -1.861 -1.075 -0.890  -0.242
159 O -0.717 -0.206 -1.196  -0.157
160 P 0.468 -0.259 -0.154  0.324
161 O 0.048 -0.130 1.224  -0.202
162 O 1.205 -1.580 -0.507  -0.161
163 C 2.348 -1.769 0.433  -0.247
164 C 2.778 -3.153 0.196  -0.060
165 O 1.460 0.858 -0.710  -0.184
166 C 1.343 2.187 -0.200  -0.258
167 C 1.350 3.103 -1.431  -0.046
168 H -3.879 -1.357 -1.307  0.077
169 H -3.436 0.390 -1.086  0.071
170 H -3.062 -0.491 -2.608  0.058
171 H -2.089 -1.159 0.182  0.098
172 H -1.650 -2.101 -1.246  0.106
173 H 3.121 -0.991 0.172  0.105
174 H 2.039 -1.596 1.456  0.079
175 H 2.226 -3.906 0.765  0.063
176 H 2.588 -3.408 -0.838  0.087
177 H 3.864 -3.270 0.374  0.071
178 H 0.382 2.367 0.329  0.087
179 H 2.192 2.434 0.489  0.127
180 H 0.578 2.775 -2.068  0.057
181 H 1.224 4.145 -1.108  0.083
182 H 2.309 3.064 -1.950  0.047
183 F 8.031 0.243 0.125  0.061
184 C 6.920 -0.059 -0.558  -0.287
185 C 6.804 -1.292 -1.150  -0.020
186 C 5.609 -1.551 -1.815  -0.084
187 C 4.557 -0.655 -1.842  -0.106
188 C 4.712 0.579 -1.257  -0.083
189 C 5.896 0.902 -0.563  0.008
190 H 7.603 -1.998 -1.087  0.112
191 H 5.538 -2.530 -2.280  0.107
192 H 3.591 -0.912 -2.231  0.106
193 H 3.888 1.303 -1.243  0.092
194 H 6.003 1.902 -0.139  0.119
195 F 6.568 2.928 -3.440  0.026
196 C 5.673 3.928 -3.796  -0.281
197 C 4.631 4.325 -3.066  -0.016
198 C 3.828 5.436 -3.583  -0.058
199 C 4.240 6.139 -4.697  -0.107
200 C 5.271 5.596 -5.453  -0.086
201 C 5.997 4.511 -5.005  -0.019
202 H 4.411 3.834 -2.109  0.109
203 H 2.910 5.716 -3.034  0.112
204 H 3.696 6.974 -5.111  0.101
205 H 5.372 6.000 -6.466  0.112
206 H 6.811 4.109 -5.573  0.114
207 F -0.905 6.440 0.483  0.030
208 C -1.120 5.494 1.444  -0.268
209 C -2.371 5.543 2.084  -0.014
210 C -2.650 4.626 3.103  -0.060
211 C -1.658 3.696 3.502  -0.075
212 C -0.413 3.635 2.839  -0.057
213 C -0.099 4.579 1.836  -0.026
214 H -3.109 6.255 1.766  0.100
215 H -3.575 4.501 3.635  0.101
216 H -1.933 3.003 4.229  0.070
217 H 0.320 2.928 3.183  0.100
218 H 0.951 4.747 1.530  0.083
219 F 7.735 -7.046 3.570  0.046
220 C 7.177 -6.272 2.598  -0.270
221 C 7.499 -4.930 2.636  -0.009
222 C 6.943 -4.140 1.653  -0.100
223 C 6.190 -4.657 0.648  -0.118
224 C 5.906 -6.027 0.599  -0.078
225 C 6.403 -6.855 1.591  -0.028
226 H 8.121 -4.543 3.421  0.120
227 H 7.233 -3.099 1.658  0.106
228 H 6.039 -4.116 -0.315  0.101
229 H 5.377 -6.433 -0.264  0.109
230 H 6.238 -7.918 1.655  0.118
231 F 0.232 -4.211 5.459  0.036
232 C 1.389 -4.677 4.914  -0.272
233 C 1.317 -5.855 4.231  -0.038
234 C 2.376 -6.334 3.481  -0.070
235 C 3.576 -5.629 3.503  -0.086
236 C 3.696 -4.418 4.201  -0.049
237 C 2.567 -3.900 4.910  0.010
238 H 0.320 -6.319 4.136  0.130
239 H 2.369 -7.169 2.793  0.087
240 H 4.431 -5.894 2.873  0.074
241 H 4.633 -3.810 4.216  0.116
242 H 2.614 -2.971 5.413  0.058
243 F 2.982 -7.949 -1.587  0.032
244 C 1.863 -7.890 -0.813  -0.287
245 C 1.806 -8.650 0.333  -0.012
246 C 0.558 -8.585 1.031  -0.086
247 C -0.481 -7.733 0.679  -0.096
248 C -0.367 -6.956 -0.485  -0.059
249 C 0.850 -7.031 -1.213  -0.001
250 H 2.628 -9.256 0.673  0.112
251 H 0.465 -9.144 1.962  0.104
252 H -1.458 -7.653 1.151  0.107
253 H -1.104 -6.287 -0.839  0.071
254 H 1.006 -6.358 -2.024  0.098